(1)
Here is a molecular structure, C14H30F6MgO7S3 at a distorted geometry from OMol25. Energies are from ωB97M-V/def2-TZVPD.

Properties
ΔE to the lowest compared entry with this formula, charge and spin (eV): 0.0000
Multiplicity: 1
HOMO level (hartree): -0.294

Last column: Löwdin charge in e.
CARTESIAN COORDINATES (ANGSTROEM)
Mg (-0.1222, -0.1007, 0.5015)  0.5696
C (-2.3464, -0.6781, 2.1003)  -0.4574
O (-1.2011, -1.4777, 2.4253)  -0.1076
O (-1.9914, 0.1508, 1.1316)  -0.1690
C (-3.5018, -1.6038, 1.7041)  -0.5436
F (-4.0499, -2.2135, 2.7869)  0.1163
F (-4.4913, -0.9406, 1.0924)  0.1446
F (-3.1089, -2.5826, 0.8666)  0.1302
C (-1.1979, -2.1644, 3.6337)  -0.2886
C (0.1902, -2.6412, 3.9566)  -0.0677
H (0.6080, -3.2337, 3.1432)  0.0741
H (0.8840, -1.8056, 4.1006)  0.0617
H (0.2050, -3.2014, 4.8928)  0.0775
H (-1.8754, -3.0326, 3.6464)  0.1194
H (-1.5931, -1.5628, 4.4710)  0.1271
H (-2.6573, -0.1131, 3.0068)  0.1642
C (0.5701, 1.9623, -1.8040)  -0.4713
O (-0.6212, 1.7731, -2.5680)  -0.0839
O (0.6814, 1.0962, -0.8326)  -0.1587
C (1.8120, 1.9434, -2.7004)  -0.5494
F (1.8702, 0.8294, -3.4673)  0.1277
F (1.8475, 2.9847, -3.5558)  0.1279
F (2.9471, 1.9739, -1.9919)  0.1357
C (-0.9747, 2.7892, -3.4770)  -0.2846
C (-2.4714, 2.7389, -3.7060)  -0.0691
H (-2.7113, 3.3139, -4.6074)  0.0754
H (-2.8543, 1.7330, -3.8758)  0.0664
H (-3.0426, 3.1803, -2.8878)  0.0773
H (-0.4912, 2.5848, -4.4441)  0.1167
H (-0.6476, 3.7919, -3.1894)  0.1209
H (0.5022, 3.0061, -1.3985)  0.1607
C (2.0797, 1.3921, 4.1664)  -0.2379
S (0.8511, 2.0143, 3.0143)  0.9235
O (0.5981, 0.8832, 2.0933)  -0.5455
C (1.9399, 3.1443, 2.1377)  -0.2310
H (2.9509, 1.0267, 3.6171)  0.0571
H (1.6305, 0.5419, 4.6745)  0.0474
H (2.4240, 2.1762, 4.8384)  0.0594
H (2.8465, 2.6404, 1.8059)  0.0555
H (2.2401, 3.9138, 2.8529)  0.0581
H (1.3831, 3.5528, 1.3000)  0.0558
C (3.4735, -0.4099, 0.1578)  -0.2376
S (2.6235, -1.9077, 0.5926)  0.9171
O (1.2427, -1.5149, 0.9918)  -0.5532
C (2.5107, -2.5800, -1.0595)  -0.2330
H (4.4937, -0.6970, -0.1174)  0.0663
H (3.4765, 0.2570, 1.0140)  0.0449
H (3.0295, 0.0986, -0.6984)  0.0391
H (3.5264, -2.8176, -1.3808)  0.0617
H (2.0582, -1.8350, -1.7133)  0.0467
H (1.9061, -3.4823, -1.0294)  0.0629
C (-0.7281, -1.3621, -3.4873)  -0.2335
S (-1.3060, -2.2380, -2.0285)  0.9110
O (-0.6567, -1.5656, -0.8731)  -0.5574
C (-2.9898, -1.6231, -2.1090)  -0.2335
H (-0.9561, -1.9417, -4.3852)  0.0599
H (0.3527, -1.2763, -3.3894)  0.0401
H (-1.1671, -0.3751, -3.5566)  0.0406
H (-3.0059, -0.5784, -1.7980)  0.0746
H (-3.6283, -2.2105, -1.4559)  0.0394
H (-3.3661, -1.7257, -3.1283)  0.0593


(2)
Here is 3 unconnected molecules or ions with the total composition C14H30N5O2 at a distorted geometry from OMol25. Energies are from ωB97M-V/def2-TZVPD.

Properties
Net charge: +1
ΔE to the lowest compared entry with this formula, charge and spin (eV): 1.9237
Multiplicity: 1
HOMO level (hartree): -0.443

Last column: Löwdin charge in e.
CARTESIAN COORDINATES (ANGSTROEM)
C (2.2382, 1.1799, -6.0031)  0.1355
C (2.0526, 1.6319, -4.9135)  -0.1085
C (1.8842, 1.8529, -3.4757)  -0.1792
N (0.5125, 1.5779, -3.0633)  0.0982
C (0.1145, 0.3520, -2.7637)  -0.3244
N (0.9309, -0.7271, -2.8075)  0.1988
C (0.1584, -1.7332, -2.4463)  -0.0928
N (-1.0828, -1.3449, -2.1900)  0.1322
N (-1.1382, 0.0059, -2.3982)  0.0083
C (-2.3518, 0.7934, -2.2259)  -0.1718
N (-2.3785, 1.8240, -3.2487)  0.0493
H (2.3848, 0.7532, -6.9647)  0.0371
H (2.5817, 1.2457, -2.9094)  0.1240
H (2.1064, 2.8926, -3.2457)  0.1305
H (-0.1555, 2.3297, -3.0167)  0.1367
H (0.5565, -2.7315, -2.3855)  0.1488
H (-1.8451, -1.9331, -1.8940)  0.1818
H (-2.4151, 1.2209, -1.2294)  0.1202
H (-3.1880, 0.0992, -2.3392)  0.1322
H (-2.9983, 2.5741, -2.9710)  0.0981
H (-2.7438, 1.4209, -4.1030)  0.0986
C (2.3862, 2.1777, 3.2073)  -0.0714
C (1.4514, 3.1181, 2.4675)  -0.2661
O (1.5329, 3.0113, 1.0526)  -0.1511
C (1.2074, 1.7529, 0.5122)  -0.2828
C (-0.2195, 1.3095, 0.7867)  -0.0710
H (3.4083, 2.2903, 2.8438)  0.0857
H (2.3679, 2.3958, 4.2745)  0.0820
H (2.0992, 1.1318, 3.0799)  0.0614
H (1.7194, 4.1493, 2.6930)  0.1219
H (0.4176, 2.9805, 2.8028)  0.1103
H (1.9205, 0.9919, 0.8515)  0.1122
H (1.3489, 1.8556, -0.5655)  0.0930
H (-0.3793, 1.1081, 1.8454)  0.0730
H (-0.4355, 0.3916, 0.2332)  0.0557
H (-0.9275, 2.0862, 0.4849)  0.0800
C (-0.0224, -3.3839, 1.0542)  -0.0741
C (0.2024, -2.3961, 2.1861)  -0.2787
O (-0.9660, -1.7058, 2.5733)  -0.1760
C (-2.0278, -2.4980, 3.0825)  -0.2763
C (-1.6670, -3.2681, 4.3398)  -0.0720
H (-0.5205, -2.8885, 0.2161)  0.0463
H (0.9308, -3.7884, 0.7114)  0.0824
H (-0.6471, -4.2239, 1.3594)  0.0740
H (0.9012, -1.6243, 1.8568)  0.1097
H (0.6648, -2.8921, 3.0454)  0.1155
H (-2.4059, -3.1762, 2.3080)  0.1063
H (-2.8303, -1.7949, 3.3048)  0.1192
H (-0.9269, -4.0456, 4.1436)  0.0696
H (-2.5528, -3.7523, 4.7500)  0.0817
H (-1.2541, -2.5968, 5.0932)  0.0861


(3)
Here is 3 unconnected molecules or ions with the total composition C14H31INO3 from OMol25. Energies are from ωB97M-V/def2-TZVPD.

Properties
Multiplicity: 2
HOMO level (alpha / beta) (hartree): -0.292 / -0.327

Last column: Löwdin spin population.
CARTESIAN COORDINATES (ANGSTROEM)
C (-0.0082, 1.3397, -0.7246)  0.0006
C (1.2300, 0.4513, -0.7106)  0.0013
I (2.4836, 1.2025, -2.3449)  0.0031
C (0.8516, -1.0172, -1.0258)  0.0179
C (1.1682, -1.9903, 0.1124)  0.0251
C (1.0249, -3.4357, -0.3870)  0.0006
C (0.2363, -1.7935, 1.3111)  0.0000
N (2.6036, -1.7641, 0.4501)  0.3816
O (3.3850, -2.1412, -0.4853)  0.5157
C (2.9454, -0.4640, 1.1007)  0.0252
C (4.3830, -0.0902, 0.7393)  -0.0021
C (2.8659, -0.6406, 2.6394)  0.0089
C (1.9800, 0.6509, 0.6185)  0.0152
H (0.2556, 2.3862, -0.5633)  0.0001
H (-0.5155, 1.2828, -1.6861)  0.0001
H (-0.7101, 1.0334, 0.0545)  0.0000
H (-0.2232, -1.0478, -1.2070)  0.0014
H (1.3663, -1.3574, -1.9175)  0.0027
H (1.1612, -3.5112, -1.4610)  -0.0004
H (1.7700, -4.0621, 0.1001)  -0.0002
H (0.0437, -3.8247, -0.1190)  -0.0003
H (-0.7677, -1.5969, 0.9396)  -0.0004
H (0.1893, -2.7011, 1.9120)  0.0003
H (0.4929, -0.9544, 1.9434)  -0.0001
H (5.0369, -0.9536, 0.8034)  -0.0009
H (4.7223, 0.6504, 1.4659)  -0.0002
H (4.4496, 0.3578, -0.2477)  0.0006
H (2.2813, 0.1537, 3.0998)  0.0002
H (3.8594, -0.6580, 3.0790)  0.0001
H (2.3870, -1.5844, 2.8875)  0.0021
H (1.2182, 0.8511, 1.3721)  0.0005
H (2.5717, 1.5631, 0.5455)  0.0014
C (-3.6972, 1.6766, -5.1321)  0.0000
C (-3.2688, 1.9317, -3.6994)  0.0000
O (-1.8664, 1.7654, -3.5158)  0.0000
H (-3.4092, 0.6716, -5.4408)  0.0000
H (-4.7776, 1.7804, -5.2414)  0.0000
H (-3.2181, 2.3858, -5.8110)  0.0000
H (-3.7390, 1.2153, -3.0270)  0.0000
H (-3.5719, 2.9357, -3.3829)  0.0000
H (-1.4103, 2.3902, -4.0869)  0.0000
C (-2.8199, 0.6856, 3.9183)  0.0000
C (-2.8199, 1.2128, 2.4960)  0.0000
O (-2.6005, 0.1801, 1.5378)  0.0000
H (-1.8772, 0.1831, 4.1373)  0.0000
H (-2.9589, 1.4957, 4.6351)  0.0000
H (-3.6262, -0.0372, 4.0631)  0.0000
H (-2.0069, 1.9238, 2.3520)  0.0000
H (-3.7597, 1.7312, 2.2797)  0.0000
H (-3.3103, -0.4625, 1.6240)  0.0000